(1)
12
Properties=species:S:1:pos:R:3 method="wB97M-V/def2-TZVPD" orbital_gap_ev=9.356 spin_multiplicity=1 lumo_energy_ev=-0.209 total_charge=0 molar_mass_g_mol=102.2 e_above_lowest_kcal_mol=98.9 max_force_ev_per_a=5.085 e_tot_ev=-17123.8420
C 1.28814 -1.12726 1.52340
C 1.16140 -0.97783 0.32954
C -2.25938 0.17809 1.31920
C 0.92147 -0.82287 -1.10650
O -2.70437 -0.05006 -1.12113
S -2.82226 -0.76762 0.13117
H 1.44252 -1.17299 2.54093
H -2.24368 0.05293 2.36598
H -1.92887 1.21969 1.21995
H -0.29558 -0.84924 -1.20297
H 1.30986 -1.50764 -1.77277
H 1.26957 0.21900 -1.39187

(2)
76
Properties=species:S:1:pos:R:3 method="wB97M-V/def2-TZVPD" orbital_gap_ev="9.933 / 4.629" spin_multiplicity=2 lumo_energy_ev="-1.989 / -7.292" total_charge=+1 s_squared=0.7550 molar_mass_g_mol=445.6 max_force_ev_per_a=5.736 e_tot_ev=-43192.9563
C 2.03682 -5.52452 4.48878
O 2.59691 -5.46554 3.19296
C 1.51931 -5.36288 2.13503
C 0.70693 -4.11909 2.10651
N -0.26883 -4.07754 3.27229
C -0.83203 -2.73993 3.31861
C -1.40036 -2.13155 1.96186
O -2.33745 -2.94578 1.30858
C -2.48453 -2.64493 -0.05953
H 2.07202 -4.47847 4.79317
H 2.72025 -6.15385 5.05884
H 1.07702 -6.02641 4.61115
H 0.78977 -6.15649 2.29645
H 1.84356 -5.54445 1.11034
H 0.15879 -4.05333 1.16666
H 1.31186 -3.22097 2.23120
H -1.03560 -4.72757 3.17415
H -0.03772 -2.13081 3.75004
H -1.55135 -2.55783 4.11706
H -0.57657 -1.98935 1.26240
H -2.03519 -1.26885 2.16397
H -1.51419 -2.49748 -0.53366
H -2.92758 -1.65752 -0.18924
H -2.97140 -3.45399 -0.60403
C -0.38120 1.06425 0.13191
O 0.33967 0.44817 0.87208
N -0.43286 0.92814 -1.16105
N -1.07798 2.10275 0.40336
H -1.10807 1.48658 -1.66337
H 0.08743 0.19642 -1.62364
H -0.95056 2.69435 1.21198
H -1.62599 2.49470 -0.34908
C 2.61559 -1.95457 -0.99155
O 2.10544 -2.85084 -0.34563
N 3.74139 -2.05104 -1.68225
N 2.08318 -0.79920 -1.03897
H 4.13244 -1.22564 -2.11339
H 4.16231 -2.92628 -1.95955
H 2.48331 -0.24694 -1.78396
H 1.18975 -0.50359 -0.67223
C 1.16784 1.38821 -5.19460
O 0.85652 2.69378 -5.61387
H 2.25771 1.38862 -5.21184
H 0.83751 1.22516 -4.16874
H 0.81596 0.72008 -5.98065
H 1.05738 3.37058 -4.96333
C -1.48197 3.96686 -2.55928
O -2.58656 3.41698 -1.70238
H -1.33861 3.27378 -3.38825
H -1.76397 4.90525 -3.03677
H -0.58437 4.15392 -1.96986
H -3.36557 3.16168 -2.20195
C -2.37706 -0.59403 -3.77562
O -2.33444 0.75939 -3.72064
H -3.28721 -1.07987 -4.12729
H -1.54886 -1.09497 -4.27685
H -2.34304 -0.81659 -2.70912
H -2.43960 1.09037 -4.61562
C 2.20803 3.21048 -1.82706
O 1.97709 4.15661 -2.81152
H 3.27182 3.25008 -1.59279
H 1.56718 3.53902 -1.00885
H 1.99481 2.23307 -2.25986
H 2.74377 4.73437 -2.81287
C 0.04862 4.36173 2.12054
O -1.32004 4.43421 2.13251
H 0.54055 4.56473 1.16928
H 0.42100 5.11974 2.80965
H 0.35779 3.36850 2.44613
H -1.54648 5.32206 1.84606
C -1.24668 1.64535 4.36749
O -1.71665 2.95284 4.59454
H -0.21255 1.59946 4.02605
H -1.27721 1.09140 5.30573
H -1.90110 1.20077 3.61769
H -1.67585 3.35858 3.72545

(3)
18
Properties=species:S:1:pos:R:3 method="wB97M-V/def2-TZVPD" orbital_gap_ev=9.362 spin_multiplicity=1 lumo_energy_ev=0.977 total_charge=0 molar_mass_g_mol=114.1 e_above_lowest_kcal_mol=49.7 max_force_ev_per_a=2.016 e_tot_ev=-10373.1513
C -0.50115 0.18082 -2.21060
N -0.12710 -0.74785 -1.44976
C 1.04815 -0.55359 -0.51919
N 1.66359 0.73633 -0.43080
C 0.32960 -0.99716 0.72657
O 0.77205 -2.23365 1.11553
C -0.64351 -0.35963 1.39843
C -1.19353 1.00596 1.17850
H -1.22486 -0.05231 -2.97857
H -0.15338 1.22221 -2.17689
H 1.77948 -1.32384 -0.78290
H 2.04028 1.01735 -1.33146
H 1.05522 1.45434 -0.06418
H 0.24199 -2.56590 1.85025
H -1.04264 -0.86250 2.27349
H -0.68540 1.74019 1.80655
H -1.11788 1.31765 0.14080
H -2.24093 1.02160 1.45423

(4)
76
Properties=species:S:1:pos:R:3 method="wB97M-V/def2-TZVPD" orbital_gap_ev="6.849 / 6.180" spin_multiplicity=1 lumo_energy_ev="-1.473 / -2.142" total_charge=0 molar_mass_g_mol=875.1 e_above_lowest_kcal_mol=0.0 max_force_ev_per_a=1.262 e_tot_ev=-77475.5032
Cs 0.65925 -0.88737 0.79715
C -2.31726 1.01786 -3.52655
C -1.90643 1.47462 -2.15902
N -2.54062 1.21276 -1.08511
O -3.62314 0.35206 -1.25817
B -4.20620 0.08830 -0.01258
F -4.50961 1.10204 0.82692
F -5.02814 -0.97635 0.01414
O -2.68487 -0.57952 0.84257
N -2.55688 -0.36868 2.06725
C -2.15066 0.59189 2.79188
C -2.21073 0.42994 4.27548
C -1.54567 1.84099 2.21581
N -0.29336 1.74949 2.03936
O 0.29586 2.93747 1.70857
B 1.39713 2.91699 0.74279
F 2.27492 3.95074 1.03073
F 2.10497 1.67365 0.80083
O 0.90106 3.10793 -0.63880
N -0.15079 2.26768 -0.83291
C -0.68379 2.30846 -1.99036
C -0.16310 3.11597 -3.14295
C -2.40438 3.04688 2.00501
H -3.31522 0.59396 -3.50401
H -1.61925 0.25962 -3.89196
H -2.28981 1.85098 -4.22857
H -2.66129 -0.52385 4.54132
H -2.79623 1.24190 4.71039
H -1.20140 0.49794 4.68317
H 0.79267 3.55805 -2.87981
H -0.85572 3.92100 -3.40292
H -0.04182 2.48688 -4.02603
H -3.32859 2.97029 2.57726
H -2.66842 3.09635 0.94649
H -1.85921 3.95042 2.26776
C -3.50983 -3.85013 1.18330
C -3.85740 -3.96204 -0.15101
C -2.85020 -3.94340 -1.10032
C -1.53300 -3.78888 -0.68009
N -1.19551 -3.63961 0.60242
C -2.17178 -3.68436 1.50504
C -0.43587 -3.79221 -1.68958
C -0.40584 -4.76559 -2.68478
C 0.62421 -4.73385 -3.60775
C 1.58252 -3.74045 -3.51313
C 1.48005 -2.81003 -2.48257
N 0.49157 -2.84625 -1.59117
C 2.47267 -1.70751 -2.34402
C 3.81436 -1.90687 -2.64798
C 4.69429 -0.84335 -2.50962
C 4.20487 0.37791 -2.08457
C 2.84957 0.48475 -1.80070
N 1.99986 -0.53310 -1.91667
H -4.25867 -3.86068 1.96315
H -4.89385 -4.04683 -0.44815
H -3.07670 -4.01250 -2.15585
H -1.86978 -3.56987 2.54114
H -1.16770 -5.53213 -2.72158
H 0.67667 -5.47319 -4.39643
H 2.38394 -3.67006 -4.23539
H 4.16674 -2.87907 -2.96493
H 5.74658 -0.97324 -2.72710
H 4.85080 1.23611 -1.95985
H 2.42851 1.41845 -1.45235
F 4.81032 4.29544 3.57997
C 4.09472 3.19339 3.50105
C 2.90013 3.09951 4.23106
F 2.52773 4.12538 4.98769
C 2.14754 1.96828 4.14756
F 1.01396 1.87391 4.82259
C 2.52411 0.86564 3.29117
O 1.77715 -0.10620 3.10953
C 3.78583 1.00884 2.59749
F 4.16017 0.02584 1.79769
C 4.53883 2.13910 2.69610
F 5.66516 2.28148 2.00346

(5)
13
Properties=species:S:1:pos:R:3 method="wB97M-V/def2-TZVPD" orbital_gap_ev=9.816 spin_multiplicity=1 lumo_energy_ev=0.832 total_charge=0 molar_mass_g_mol=85.1 e_above_lowest_kcal_mol=68.0 max_force_ev_per_a=0.476 e_tot_ev=-7796.6963
C -1.29082 -0.49187 -1.08766
N -0.40152 -0.21570 -0.01396
C -0.42908 0.22918 1.30685
C 0.64055 0.67849 0.31184
C 1.94628 -0.02223 0.07606
O 2.98569 0.51093 -0.22184
H -2.27827 -0.03013 -1.03019
H -1.42745 -1.57174 -1.11022
H -0.82217 -0.20615 -2.02774
H -1.13468 1.01474 1.60813
H -0.22848 -0.51450 2.07616
H 0.64433 1.74409 0.06923
H 1.79564 -1.12510 0.04333

(6)
45
Properties=species:S:1:pos:R:3 method="wB97M-V/def2-TZVPD" orbital_gap_ev="8.198 / 7.788" spin_multiplicity=2 lumo_energy_ev="2.645 / 2.645" total_charge=-1 s_squared=0.7842 molar_mass_g_mol=440.2 e_above_lowest_kcal_mol=35.7 max_force_ev_per_a=2.276 e_tot_ev=-123285.4872
Mn -0.49780 -0.52379 0.19080
O -0.54010 -3.35149 0.12990
C 0.78310 -3.82079 0.01600
C 1.74990 -2.80339 -0.60800
N 1.79690 -1.53409 0.11340
C 2.23490 -1.69689 1.49790
C 1.06810 -2.03589 2.48100
O 1.33620 -2.64949 3.50450
O -0.08500 -1.63419 2.13310
C 2.63230 -0.55279 -0.57540
C 2.27970 0.89811 -0.13770
O 3.15200 1.75921 -0.13020
O 1.06050 1.08721 0.15350
H -0.61810 -2.91169 1.00060
H 0.74590 -4.69609 -0.64280
H 1.15880 -4.14139 0.99480
H 1.40480 -2.59359 -1.62370
H 2.75600 -3.26359 -0.65320
H 2.63960 -0.74299 1.84440
H 3.02800 -2.45459 1.59260
H 2.42480 -0.58639 -1.64960
H 3.70980 -0.73539 -0.42210
N -2.78660 -1.19129 -0.15410
C -3.10420 -0.89129 -1.54860
C -1.86690 -1.17889 -2.48120
O -2.09960 -1.52599 -3.63190
O -0.73820 -0.99349 -1.95620
H -2.79080 -2.19709 -0.00500
H -3.44820 -0.75359 0.47830
H -3.30770 0.18111 -1.63610
H -3.97040 -1.45619 -1.92670
C -0.13000 3.18721 -1.44830
As -0.82310 2.85021 0.34810
C -2.24340 4.24721 0.42430
C 0.41710 3.43631 1.74600
O -1.65710 1.47221 0.61550
H -0.20430 4.24921 -1.67310
H -0.72960 2.61211 -2.15490
H 0.90550 2.87101 -1.50970
H -1.83920 5.25221 0.30640
H -2.77810 4.16451 1.37000
H -2.95300 4.05371 -0.38160
H 0.33190 4.51091 1.89760
H 1.43000 3.18001 1.44900
H 0.16570 2.90371 2.66240

(7)
85
Properties=species:S:1:pos:R:3 method="wB97M-V/def2-TZVPD" orbital_gap_ev=5.738 spin_multiplicity=1 lumo_energy_ev=-10.805 total_charge=+3 molar_mass_g_mol=735.3 max_force_ev_per_a=1.602 e_tot_ev=-47782.6406
Hf -0.19740 -0.14964 -0.23932
C 3.95509 -3.38916 1.99824
C 3.73450 -4.06707 0.80088
C 2.69351 -3.70031 -0.02582
C 1.86167 -2.64024 0.35981
C 2.07370 -1.97583 1.57622
C 3.11957 -2.34559 2.39086
N 0.79333 -2.17696 -0.41678
N 0.45818 -2.88176 -1.40852
C -0.50597 -2.42692 -2.28323
C -0.81791 -3.25632 -3.35211
C -1.66466 -2.77850 -4.34330
C -2.13639 -1.47782 -4.24500
C -1.80737 -0.72086 -3.13077
N -1.03963 -1.18812 -2.14376
H 4.78332 -3.67262 2.63408
H 4.38532 -4.88188 0.51523
H 2.51907 -4.20145 -0.96640
H 1.37646 -1.19591 1.88346
H 3.29301 -1.84487 3.33378
H -0.36886 -4.23890 -3.39310
H -1.92593 -3.39813 -5.19087
H -2.75056 -1.05033 -5.02525
H -2.17571 0.29196 -3.02790
C -3.78088 -0.67785 -0.53312
C -3.30115 -2.01013 -0.00547
C -3.96388 -3.17439 -0.36465
C -3.63795 -4.38216 0.23336
C -2.66039 -4.43389 1.21425
C -1.97900 -3.29253 1.61932
C -0.95202 -3.37645 2.71648
C -2.29410 -2.08953 0.97186
N -1.62115 -0.85856 1.28254
C -1.84409 -0.19796 2.37166
C -2.80200 -0.60789 3.42069
C -1.13180 1.11114 2.46379
C -1.40974 2.00918 3.60840
N -0.28502 1.35122 1.50942
C 0.33669 2.63015 1.37926
C 1.74088 2.68034 1.44912
C 2.54499 1.43013 1.67100
C 2.36624 3.91029 1.39067
C 1.62754 5.07671 1.23193
C 0.25345 5.00902 1.09871
C -0.42249 3.79522 1.16619
C -1.90619 3.79089 0.90249
H -4.18144 -0.78367 -1.53945
H -3.00836 0.10553 -0.54078
H -4.59389 -0.30349 0.09378
H -4.76662 -3.12479 -1.09053
H -4.16557 -5.28327 -0.04962
H -2.42589 -5.37607 1.69418
H -0.45717 -4.34561 2.70173
H -1.42794 -3.27830 3.69527
H -0.18916 -2.60209 2.63938
H -3.29863 -1.53989 3.16820
H -3.56088 0.16860 3.55559
H -2.30116 -0.71696 4.38640
H -1.38412 1.44073 4.53997
H -2.40995 2.44562 3.53533
H -0.68842 2.82134 3.65524
H 2.33461 0.99397 2.65058
H 3.60928 1.65395 1.63630
H 2.35043 0.68467 0.88672
H 3.44347 3.96261 1.48636
H 2.12918 6.03475 1.20044
H -0.31887 5.91434 0.93715
H -2.10702 4.29624 -0.04213
H -2.43466 4.35440 1.67418
H -2.34022 2.79303 0.84667
C 3.18178 3.64822 -2.26351
C 2.40407 2.64992 -3.13673
C 1.49517 3.39957 -4.12841
C 3.37247 1.72087 -3.89309
C 1.55564 1.83289 -2.28072
C 0.83497 1.14686 -1.56090
H 3.78318 4.28997 -2.90675
H 3.84985 3.12946 -1.57471
H 2.49893 4.27616 -1.69045
H 2.11019 4.03198 -4.76762
H 0.78144 4.03312 -3.60106
H 0.94789 2.69944 -4.75989
H 4.01007 2.32188 -4.54073
H 2.82448 1.01082 -4.51285
H 4.00859 1.16751 -3.20188

(8)
64
Properties=species:S:1:pos:R:3 method="wB97M-V/def2-TZVPD" orbital_gap_ev=9.615 spin_multiplicity=1 lumo_energy_ev=0.073 total_charge=0 molar_mass_g_mol=353.4 e_above_lowest_kcal_mol=152.9 max_force_ev_per_a=10.128 e_tot_ev=-37071.1393
C 0.04584 -0.31286 0.54510
N -0.59305 0.42418 -0.56585
C -0.88127 -0.54472 -1.71938
C -1.10273 0.30551 -3.08863
C -0.95918 -0.84848 -4.19698
C -2.40836 0.97253 -3.36292
C -2.06391 -1.42255 -1.45347
H 0.96241 -0.90192 0.38120
H -0.74575 -0.68740 1.21273
H 0.45832 0.49400 1.15042
H -1.43649 0.83171 -0.19193
H 0.06060 -1.10170 -1.80269
H -0.24889 1.12393 -3.21868
H -0.87562 -0.49746 -5.18141
H -0.05855 -1.54547 -4.14768
H -1.80043 -1.55317 -4.22123
H -2.62706 0.67417 -4.38767
H -2.30393 2.09598 -3.38432
H -3.26753 0.71535 -2.74361
H -1.82260 -1.93572 -0.50657
H -3.11502 -0.94986 -1.34899
H -2.18876 -2.04758 -2.37946
H 4.07340 -0.07021 -1.73062
H 4.62766 -1.19975 -2.56954
O 4.84398 -0.50256 -2.02069
H 1.14939 2.05615 3.58223
H -0.28395 2.42915 4.13908
O 0.43176 1.90505 4.25443
H 1.52187 -0.50691 2.77746
H 0.51543 -0.20376 3.99853
O 0.68704 -0.84189 3.21138
H -1.79718 2.91221 -1.33911
H -0.43344 2.72060 -1.72100
O -1.00673 3.40104 -1.58911
H 1.26386 1.18187 -0.88935
H 2.75989 0.90722 -1.28220
O 2.16127 1.42847 -0.85709
H -3.19544 2.15077 0.66899
H -3.85176 1.64919 -0.77989
O -3.19359 2.24115 -0.36245
H -2.30244 3.42111 2.79360
H -1.36008 3.30824 1.42776
O -1.43574 2.99285 2.39626
H 1.85685 -3.19690 0.54661
H 1.04006 -4.13105 1.40672
O 1.79856 -3.60001 1.27777
H 1.60273 -1.29070 -1.97804
H 1.68350 -1.06047 -3.46281
O 2.19092 -0.90218 -2.62855
H -2.13462 -1.99126 3.59343
H -0.86589 -1.38798 2.92776
O -1.70833 -1.78360 2.70585
H -0.46938 -3.19721 -0.58398
H -1.47514 -4.11692 0.15276
O -0.85432 -4.15565 -0.61880
H -2.62367 -0.27323 1.69074
H -1.92389 0.96252 2.38240
O -2.78737 0.56520 2.07942
H 2.20532 1.65946 0.80013
H 3.31487 1.81428 1.82971
O 2.46418 1.60006 1.89601
H 3.65591 -1.56002 2.60218
H 3.24931 -0.07669 1.98571
O 3.35525 -1.03424 1.68298

(9)
28
Properties=species:S:1:pos:R:3 method="wB97M-V/def2-TZVPD" orbital_gap_ev=9.150 spin_multiplicity=1 lumo_energy_ev=0.322 total_charge=0 molar_mass_g_mol=184.3 e_above_lowest_kcal_mol=114.2 max_force_ev_per_a=4.100 e_tot_ev=-23507.4012
C -0.71079 -0.05554 -0.24661
C 0.59404 0.45635 -0.33957
C -1.91202 -0.12201 -0.09573
C 1.72109 -0.09092 0.12764
C -4.09433 0.33566 -1.06142
C -3.79883 -1.81841 0.22290
C 3.17378 0.60260 -1.83203
C 3.56459 1.56179 0.61388
C -3.34371 -0.34082 0.10006
C 3.08503 0.39232 -0.19806
O 2.50668 -1.73944 2.07604
S 1.58496 -1.73611 0.93711
H 2.49522 -2.32267 -0.14877
H 0.72954 1.36317 -0.85820
H -4.45884 1.39017 -0.70751
H -5.14003 -0.13599 -1.08594
H -3.61754 0.29512 -2.04023
H -3.06608 -2.30435 0.94450
H -3.58322 -2.26648 -0.74648
H -4.88012 -1.92057 0.58614
H 2.60708 -0.24728 -2.32955
H 4.27194 0.64033 -2.02440
H 2.54035 1.52415 -2.01233
H 3.78049 1.26159 1.73490
H 2.85176 2.30956 0.59079
H 4.59150 1.91766 0.29718
H -3.54523 0.11511 1.02381
H 3.79535 -0.49638 0.05541

(10)
14
Properties=species:S:1:pos:R:3 method="wB97M-V/def2-TZVPD" orbital_gap_ev=8.927 spin_multiplicity=1 lumo_energy_ev=0.674 total_charge=0 molar_mass_g_mol=131.1 e_above_lowest_kcal_mol=111.4 max_force_ev_per_a=3.349 e_tot_ev=-19114.8797
C 0.30425 -1.63392 2.06450
C -0.83924 -1.96740 1.45535
O -1.35620 -0.90082 0.69322
C -0.57259 0.21687 1.17318
O 0.60410 -0.28131 1.81320
H 1.02675 -2.06708 2.78580
H -1.46705 -2.78221 1.42795
H -1.26828 0.70295 1.87763
H -0.42749 0.96103 0.23999
N 1.59347 2.15092 -3.54629
C 0.87288 1.48725 -2.81869
P -0.18199 0.38762 -2.25295
H 2.58849 2.35293 -3.54417
H -0.87711 1.37318 -1.36871

(11)
11
Properties=species:S:1:pos:R:3 method="wB97M-V/def2-TZVPD" orbital_gap_ev=9.469 spin_multiplicity=1 lumo_energy_ev=0.509 total_charge=0 molar_mass_g_mol=87.1 e_above_lowest_kcal_mol=115.1 max_force_ev_per_a=2.058 e_tot_ev=-8772.7031
C -1.85841 -0.85057 0.02160
N -1.33223 0.30461 -0.06544
C 0.02238 0.45315 -0.00566
C 0.63222 1.63504 -0.01288
O 0.67184 -0.79512 0.09997
O 2.08862 -0.68949 0.12717
H -2.93321 -0.88496 0.13801
H -1.40099 -1.82102 -0.16616
H 1.70339 1.71134 0.00757
H 0.03669 2.52656 -0.05284
H 2.36971 -1.58955 -0.09133

(12)
12
Properties=species:S:1:pos:R:3 method="wB97M-V/def2-TZVPD" orbital_gap_ev=9.465 spin_multiplicity=1 lumo_energy_ev=-0.510 total_charge=0 molar_mass_g_mol=116.1 e_above_lowest_kcal_mol=38.9 max_force_ev_per_a=3.780 e_tot_ev=-12401.6161
O -3.17206 -0.29006 0.01320
C -2.09699 0.28340 -0.01239
C -0.69149 -0.28431 0.07687
C 0.32091 0.68241 -0.19811
O 0.09061 1.84720 -0.30655
C 1.75782 0.12349 -0.12822
O 2.70158 0.70985 0.33681
O 1.79682 -1.19558 -0.29811
H -2.04110 1.39429 0.03798
H -0.61808 -0.54882 1.14107
H -0.73190 -1.15628 -0.49546
H 2.68388 -1.56559 -0.16710